[1]
Here is C23H28N4O3 in the gas phase from the OMol25 dataset. Energies are from the ωB97M-V functional and the def2-TZVPD basis.

Its energy relative to the best compared isomer or geometry (same formula, charge and spin) is 0.384 eV. For the HOMO energy, the calculation gives -8.53 eV. As for the total charge: 0. The value obtained for the gap between HOMO and LUMO is 8.51 eV. As for the SMILES: CCN(CC)CCNC(=O)c1ccc2c(=O)n(CCc3ccccc3)c(=O)[nH]c2c1.

Positions of all 58 atoms, in Å:
C 1.9998 -0.2262 -5.6547
C 1.8272 1.2685 -5.9038
N 2.5496 2.0632 -4.9262
C 2.8382 3.4186 -5.3527
C 4.0160 4.0053 -4.5806
C 1.9876 1.9761 -3.5922
C 2.9304 1.2041 -2.6513
N 2.3042 0.9256 -1.3799
C 1.6016 -0.2087 -1.1685
O 1.5292 -1.1086 -1.9826
C 0.9482 -0.3028 0.1767
C 0.3794 0.8018 0.8169
C -0.2283 0.6478 2.0432
C -0.2776 -0.6035 2.6549
C -0.9325 -0.7619 3.9572
O -1.3736 0.1632 4.6033
N -1.0102 -2.0703 4.4208
C -1.8454 -2.3228 5.5867
C -3.2458 -2.7799 5.1417
C -3.7894 -1.8068 4.1344
C -4.4582 -0.6602 4.5413
C -4.8564 0.2869 3.6161
C -4.5832 0.1041 2.2711
C -3.9252 -1.0392 1.8534
C -3.5350 -1.9891 2.7805
C -0.4787 -3.1807 3.7945
O -0.5744 -4.2990 4.2434
N 0.1887 -2.9381 2.6185
C 0.2711 -1.7134 2.0052
C 0.8793 -1.5556 0.7636
H 1.5704 -0.5298 -4.7041
H 3.0567 -0.4787 -5.6551
H 1.5070 -0.7857 -6.4462
H 0.7506 1.5188 -5.9175
H 2.2343 1.5049 -6.8900
H 3.1040 3.3853 -6.4116
H 1.9604 4.0828 -5.2492
H 4.2874 4.9711 -4.9995
H 4.8695 3.3370 -4.6536
H 3.7731 4.1453 -3.5305
H 1.8047 2.9764 -3.1813
H 1.0260 1.4492 -3.6106
H 3.1754 0.2461 -3.1111
H 3.8500 1.7672 -2.4872
H 2.2941 1.6531 -0.6840
H 0.3841 1.7718 0.3426
H -0.6825 1.4796 2.5591
H -1.3689 -3.0945 6.1931
H -1.9076 -1.3842 6.1391
H -3.8877 -2.8316 6.0215
H -3.1655 -3.7765 4.7046
H -4.6575 -0.5049 5.5916
H -5.3721 1.1765 3.9462
H -4.8828 0.8502 1.5498
H -3.7089 -1.1901 0.8054
H -3.0256 -2.8845 2.4488
H 0.5775 -3.7503 2.1576
H 1.2976 -2.4030 0.2414

The computed Mulliken charges, all in e, follow: atom 1 (C): -1.17, atom 2 (C): -0.52, atom 3 (N): 0.32, atom 4 (C): -0.50, atom 5 (C): -1.25, atom 6 (C): -0.99, atom 7 (C): -0.79, atom 8 (N): -0.09, atom 9 (C): 0.27, atom 10 (O): -0.66, atom 11 (C): 0.92, atom 12 (C): -0.86, atom 13 (C): -1.14, atom 14 (C): 0.71, atom 15 (C): 0.50, atom 16 (O): -0.66, atom 17 (N): 0.09, atom 18 (C): -1.11, atom 19 (C): -1.08, atom 20 (C): 0.45, atom 21 (C): -0.35, atom 22 (C): -0.58, atom 23 (C): -0.45, atom 24 (C): -0.78, atom 25 (C): -0.08, atom 26 (C): 0.39, atom 27 (O): -0.65, atom 28 (N): -0.11, atom 29 (C): 0.54, atom 30 (C): -0.98, atom 31 (H): 0.21, atom 32 (H): 0.29, atom 33 (H): 0.44, atom 34 (H): 0.33, atom 35 (H): 0.42, atom 36 (H): 0.41, atom 37 (H): 0.31, atom 38 (H): 0.44, atom 39 (H): 0.31, atom 40 (H): 0.27, atom 41 (H): 0.37, atom 42 (H): 0.39, atom 43 (H): 0.33, atom 44 (H): 0.34, atom 45 (H): 0.28, atom 46 (H): 0.44, atom 47 (H): 0.52, atom 48 (H): 0.43, atom 49 (H): 0.50, atom 50 (H): 0.46, atom 51 (H): 0.38, atom 52 (H): 0.39, atom 53 (H): 0.39, atom 54 (H): 0.41, atom 55 (H): 0.43, atom 56 (H): 0.45, atom 57 (H): 0.25, atom 58 (H): 0.44

---

[2]
Here is a 2-piece molecular cluster, C23H28N4O3 overall in a non-equilibrium geometry from the OMol25 dataset. Energies are from the ωB97M-V functional and the def2-TZVPD basis.

Its energy relative to the best compared isomer or geometry (same formula, charge and spin) is 1.850 eV. For the HOMO energy, the calculation gives -9.09 eV. As for the total charge: 0. The value obtained for the gap between HOMO and LUMO is 9.37 eV. As for the SMILES: CNC(=O)[C@H](Cc1ccccc1)NC(C)=O.C[C@@H](C#N)CNC(=O)c1ccccc1.

Positions of all 58 atoms, in Å:
C 2.3397 3.6172 5.6476
N 2.6773 2.3234 5.0556
C 2.1549 1.8514 3.9150
O 1.3516 2.5019 3.2586
C 2.5835 0.4305 3.4853
C 1.7871 -0.2016 2.3215
C 0.3159 -0.4807 2.5686
C -0.6602 0.4343 2.1309
C -2.0200 0.2013 2.3988
C -2.4095 -0.9482 3.1066
C -1.4407 -1.8767 3.5251
C -0.0820 -1.6513 3.2432
N 2.7677 -0.5312 4.5900
C 2.0054 -0.8189 5.6502
C 0.7481 -0.0426 5.9984
O 2.3494 -1.7326 6.3813
H 2.6992 3.6655 6.6767
H 1.2560 3.7568 5.6420
H 2.7964 4.4205 5.0665
H 3.3169 1.7251 5.5548
H 3.5831 0.5857 3.0809
H 1.8716 0.4592 1.4588
H 2.2702 -1.1394 2.0437
H -0.3650 1.3332 1.6083
H -2.7639 0.9135 2.0710
H -3.4546 -1.1222 3.3214
H -1.7412 -2.7676 4.0584
H 0.6572 -2.3703 3.5660
H 3.5599 -1.1490 4.5090
H 0.9991 0.7593 6.6889
H 0.2706 0.3693 5.1147
H 0.0476 -0.7226 6.4802
C -0.8423 -0.9385 -8.1711
C -2.2215 -0.7127 -7.5343
C -3.2524 -0.6674 -8.5796
N -4.0620 -0.6057 -9.4144
C -2.5382 -1.8134 -6.5065
N -1.7328 -1.6022 -5.3022
C -2.0468 -0.6370 -4.3591
O -3.1477 -0.1067 -4.4268
C -1.0435 -0.1626 -3.3841
C -1.3012 0.9894 -2.6137
C -0.3549 1.4796 -1.7098
C 0.8684 0.8262 -1.5568
C 1.1394 -0.3245 -2.3010
C 0.1925 -0.8175 -3.2064
H -0.6297 -0.1528 -8.9041
H -0.8035 -1.9071 -8.6807
H -0.0578 -0.9131 -7.4086
H -2.2318 0.2612 -7.0347
H -3.6055 -1.7965 -6.2511
H -2.3318 -2.8020 -6.9310
H -0.7753 -1.9338 -5.3015
H -2.2466 1.5166 -2.7221
H -0.5739 2.3696 -1.1265
H 1.6035 1.2120 -0.8569
H 2.0886 -0.8368 -2.1734
H 0.4355 -1.7177 -3.7615

The computed Mulliken charges, all in e, follow: atom 1 (C): -0.96, atom 2 (N): -0.12, atom 3 (C): 0.22, atom 4 (O): -0.64, atom 5 (C): -0.09, atom 6 (C): -0.78, atom 7 (C): 0.26, atom 8 (C): 0.07, atom 9 (C): -0.94, atom 10 (C): -0.40, atom 11 (C): -0.83, atom 12 (C): 0.01, atom 13 (N): -0.15, atom 14 (C): 0.59, atom 15 (C): -0.81, atom 16 (O): -0.69, atom 17 (H): 0.35, atom 18 (H): 0.30, atom 19 (H): 0.33, atom 20 (H): 0.29, atom 21 (H): 0.45, atom 22 (H): -0.25, atom 23 (H): 0.55, atom 24 (H): 0.56, atom 25 (H): 0.42, atom 26 (H): 0.41, atom 27 (H): 0.43, atom 28 (H): 0.43, atom 29 (H): 0.22, atom 30 (H): 0.26, atom 31 (H): 0.20, atom 32 (H): 0.31, atom 33 (C): -1.39, atom 34 (C): 0.89, atom 35 (C): -0.05, atom 36 (N): -0.48, atom 37 (C): -1.20, atom 38 (N): -0.15, atom 39 (C): 0.60, atom 40 (O): -0.67, atom 41 (C): 0.56, atom 42 (C): -0.36, atom 43 (C): -0.64, atom 44 (C): -0.22, atom 45 (C): -0.83, atom 46 (C): -0.43, atom 47 (H): 0.39, atom 48 (H): 0.34, atom 49 (H): 0.35, atom 50 (H): 0.23, atom 51 (H): 0.40, atom 52 (H): 0.44, atom 53 (H): 0.24, atom 54 (H): 0.44, atom 55 (H): 0.41, atom 56 (H): 0.48, atom 57 (H): 0.39, atom 58 (H): 0.23

---

[3]
Here is C23H28N4OS in the gas phase from the OMol25 dataset. Energies are from the ωB97M-V functional and the def2-TZVPD basis.

Its energy relative to the best compared isomer or geometry (same formula, charge and spin) is 0.130 eV. For the HOMO energy, the calculation gives -7.62 eV. As for the total charge: 0. The value obtained for the gap between HOMO and LUMO is 8.31 eV. As for the SMILES: O=c1c2c3c(sc2nc(N2CCNCC2)n1CCc1ccccc1)CCCCC3.

Positions of all 57 atoms, in Å:
O -1.7257 0.5762 1.9406
C -1.0476 0.0584 1.0712
C 0.3554 -0.2422 1.1414
C 1.2963 0.1108 2.1557
C 2.5665 -0.2313 1.8180
S 2.6564 -1.0055 0.2469
C 0.9516 -0.8457 0.0454
N 0.3004 -1.2846 -1.0427
C -0.9610 -0.9856 -1.1244
N -1.6521 -1.3550 -2.2564
C -0.8499 -1.7270 -3.4107
C -1.7303 -1.5902 -4.6598
N -2.9364 -2.3937 -4.5890
C -3.6725 -2.0985 -3.3753
C -2.7990 -2.2424 -2.1225
N -1.6394 -0.2662 -0.1745
C -2.7801 0.5648 -0.5375
C -2.3203 1.6855 -1.4909
C -1.0070 2.2426 -1.0110
C -0.9429 2.9868 0.1610
C 0.2780 3.3766 0.6799
C 1.4518 3.0288 0.0333
C 1.3973 2.3135 -1.1498
C 0.1743 1.9253 -1.6681
C 3.8381 -0.0514 2.5827
C 3.6626 0.0194 4.1079
C 2.5176 -0.8623 4.6108
C 1.1745 -0.1245 4.6514
C 0.9374 0.7854 3.4402
H -0.4781 -2.7577 -3.3174
H 0.0118 -1.0628 -3.4639
H -2.0405 -0.5468 -4.7694
H -1.1664 -1.8804 -5.5477
H -2.6868 -3.3794 -4.6024
H -4.0321 -1.0681 -3.4514
H -4.5337 -2.7663 -3.3121
H -2.4488 -3.2856 -2.0443
H -3.3599 -2.0148 -1.2173
H -3.5826 -0.0135 -0.9913
H -3.1377 0.9890 0.4040
H -3.0901 2.4590 -1.5118
H -2.2020 1.2797 -2.4971
H -1.8537 3.2440 0.6814
H 0.3126 3.9413 1.5996
H 2.4065 3.3160 0.4487
H 2.3081 2.0432 -1.6640
H 0.1385 1.3571 -2.5875
H 4.3475 0.8524 2.2305
H 4.4885 -0.8949 2.3364
H 3.4897 1.0484 4.4234
H 4.6009 -0.3016 4.5649
H 2.4378 -1.7393 3.9658
H 2.7424 -1.2205 5.6177
H 1.1245 0.4904 5.5527
H 0.3710 -0.8610 4.7103
H 1.5342 1.6948 3.5369
H -0.1126 1.0724 3.4031

The computed Mulliken charges, all in e, follow: atom 1 (O): -0.73, atom 2 (C): 0.39, atom 3 (C): 0.13, atom 4 (C): 0.14, atom 5 (C): 0.75, atom 6 (S): -0.43, atom 7 (C): 0.33, atom 8 (N): -0.54, atom 9 (C): -0.23, atom 10 (N): 0.88, atom 11 (C): -0.66, atom 12 (C): -0.99, atom 13 (N): -0.36, atom 14 (C): -0.88, atom 15 (C): -0.86, atom 16 (N): 0.20, atom 17 (C): -1.05, atom 18 (C): -0.88, atom 19 (C): 0.27, atom 20 (C): -0.26, atom 21 (C): -0.55, atom 22 (C): -0.41, atom 23 (C): -0.84, atom 24 (C): 0.02, atom 25 (C): -0.75, atom 26 (C): -0.79, atom 27 (C): -0.69, atom 28 (C): -0.96, atom 29 (C): -1.30, atom 30 (H): 0.34, atom 31 (H): 0.48, atom 32 (H): 0.28, atom 33 (H): 0.44, atom 34 (H): 0.33, atom 35 (H): 0.31, atom 36 (H): 0.41, atom 37 (H): 0.36, atom 38 (H): 0.57, atom 39 (H): 0.39, atom 40 (H): 0.59, atom 41 (H): 0.52, atom 42 (H): 0.16, atom 43 (H): 0.33, atom 44 (H): 0.42, atom 45 (H): 0.41, atom 46 (H): 0.43, atom 47 (H): 0.40, atom 48 (H): 0.28, atom 49 (H): 0.45, atom 50 (H): 0.36, atom 51 (H): 0.39, atom 52 (H): 0.37, atom 53 (H): 0.42, atom 54 (H): 0.36, atom 55 (H): 0.34, atom 56 (H): 0.42, atom 57 (H): 0.47